Density functional theory data (ωB97M-V/def2-TZVPD) for a cluster of 10 separate species, C49H127N9O15 in total in a non-equilibrium geometry.

Last column: Löwdin charge in e.
CARTESIAN COORDINATES (ANGSTROEM)
C1 -1.9086 5.0178 -30.1150  -0.07
C2 -2.5318 5.4550 -31.3816  -0.58
C3 -4.0596 5.2639 -31.3853  -0.04
O1 -2.2326 6.7535 -31.5929  -0.02
H1 -2.2100 4.0542 -29.7041  0.08
H2 -2.1112 5.7489 -29.3324  0.09
H3 -0.8271 5.0046 -30.2508  0.08
H4 -2.0658 4.9191 -32.2085  0.14
H5 -4.4887 4.2632 -31.3349  0.08
H6 -4.4232 5.7031 -32.3143  0.07
H7 -4.5328 5.8202 -30.5762  0.08
H8 -1.4052 6.8563 -32.0688  0.11
C4 3.7778 11.2165 -36.1819  -0.13
O2 3.6577 10.9977 -34.8099  -0.18
C5 4.1722 12.0264 -34.0680  -0.26
C6 4.7378 11.5527 -32.7081  -0.19
N1 3.8147 10.9375 -31.7270  -0.06
C7 4.5800 10.6430 -30.5204  -0.22
C8 3.7412 10.0520 -29.3471  -0.23
O3 4.5337 9.9931 -28.1849  -0.19
C9 3.7806 9.5548 -27.0398  -0.10
H9 3.2038 12.1153 -36.4073  0.09
H10 3.4230 10.4271 -36.8445  0.08
H11 4.7960 11.2338 -36.5706  0.09
H12 3.2696 12.6311 -33.9809  0.12
H13 4.9206 12.6307 -34.5808  0.12
H14 5.2836 12.3417 -32.1907  0.10
H15 5.6051 10.9530 -32.9844  0.12
H16 2.9824 11.4488 -31.4701  0.11
H17 4.9999 11.6121 -30.2510  0.10
H18 5.4368 9.9848 -30.6644  0.12
H19 3.4897 9.0508 -29.6971  0.12
H20 2.8445 10.6103 -29.0786  0.12
H21 3.5742 8.4918 -27.1642  0.08
H22 2.8012 10.0150 -26.9093  0.08
H23 4.3502 9.6910 -26.1205  0.09
C10 3.2998 3.9438 -14.0826  -0.07
O4 2.4554 5.0923 -13.7675  -0.20
C11 2.9467 5.8020 -12.6390  -0.25
C12 1.8318 6.6760 -12.1680  -0.22
N2 1.5477 7.8511 -13.0398  -0.05
C13 0.3871 8.6712 -12.6604  -0.17
C14 -0.9373 7.8161 -12.7539  -0.23
O5 -1.1907 7.3976 -14.0782  -0.20
C15 -2.5542 7.0093 -14.3046  -0.09
H24 3.0819 3.4705 -15.0399  0.08
H25 3.1346 3.2587 -13.2511  0.08
H26 4.3265 4.3081 -14.1206  0.08
H27 3.8285 6.4335 -12.7477  0.13
H28 3.2144 5.1038 -11.8458  0.12
H29 2.1647 7.0295 -11.1921  0.12
H30 0.9310 6.1189 -11.9102  0.10
H31 1.3732 7.4846 -13.9646  0.09
H32 0.3005 9.5846 -13.2489  0.11
H33 0.5319 8.9791 -11.6249  0.11
H34 -1.7466 8.4277 -12.3551  0.11
H35 -0.9106 6.9458 -12.0982  0.10
H36 -2.5821 6.3072 -15.1379  0.08
H37 -3.2678 7.8212 -14.4454  0.09
H38 -2.8449 6.3990 -13.4496  0.08
C16 -1.8473 -1.0542 -25.5167  -0.10
O6 -1.4620 -2.4124 -25.8045  -0.19
C17 -1.1152 -3.0998 -24.5794  -0.22
C18 -0.7698 -4.5556 -24.9155  -0.22
N3 0.0651 -4.5490 -26.0922  -0.06
C19 0.2968 -5.8967 -26.6840  -0.18
C20 1.2533 -5.7720 -27.8908  -0.20
O7 0.7104 -5.0656 -29.0342  -0.18
C21 1.4583 -5.1919 -30.1757  -0.17
H39 -2.5707 -0.9250 -24.7116  0.08
H40 -2.2310 -0.5151 -26.3828  0.09
H41 -0.9761 -0.5036 -25.1619  0.08
H42 -1.9207 -3.0366 -23.8478  0.11
H43 -0.3414 -2.5804 -24.0142  0.11
H44 -1.7636 -4.9496 -25.1282  0.11
H45 -0.3359 -5.0228 -24.0314  0.12
H46 -0.3396 -3.9181 -26.7691  0.10
H47 -0.6086 -6.4382 -26.9583  0.11
H48 0.8339 -6.5172 -25.9666  0.11
H49 1.7565 -6.7334 -27.9934  0.12
H50 2.0479 -5.0762 -27.6214  0.11
H51 1.6163 -6.2194 -30.5036  0.09
H52 2.3348 -4.5440 -30.1771  0.09
H53 0.9275 -4.8755 -31.0736  0.08
C22 -3.5999 11.1088 -18.9016  -0.10
O8 -4.5849 11.6739 -19.7406  -0.21
C23 -5.9471 11.4813 -19.3660  -0.21
C24 -6.5181 10.0714 -19.5413  -0.19
N4 -6.9100 9.7284 -20.9270  -0.05
C25 -5.7583 9.7553 -21.8330  -0.23
C26 -6.3100 9.5392 -23.2373  -0.20
O9 -5.3376 9.7859 -24.2914  -0.18
C27 -5.6687 9.1558 -25.4858  -0.15
H54 -2.6561 11.4269 -19.3447  0.09
H55 -3.6860 10.0234 -18.9525  0.08
H56 -3.5811 11.5011 -17.8848  0.09
H57 -6.6125 12.1972 -19.8485  0.12
H58 -6.0050 11.6774 -18.2953  0.11
H59 -7.3865 9.9938 -18.8871  0.11
H60 -5.7273 9.4014 -19.2041  0.11
H61 -7.3879 10.5158 -21.3413  0.09
H62 -5.0713 8.9252 -21.6691  0.12
H63 -5.1295 10.6446 -21.7900  0.11
H64 -7.2304 10.1177 -23.3172  0.12
H65 -6.4951 8.4656 -23.2724  0.12
H66 -5.0349 9.5320 -26.2888  0.09
H67 -6.6632 9.4322 -25.8359  0.08
H68 -5.5786 8.0711 -25.4284  0.09
C28 11.3340 11.7727 -12.6354  -0.09
O10 10.7044 10.9164 -13.6301  -0.20
C29 9.9305 9.8845 -13.0366  -0.23
C30 9.2805 8.9722 -14.0784  -0.20
N5 8.1360 9.6351 -14.7347  -0.07
C31 7.6120 8.9359 -15.9013  -0.20
C32 6.3773 9.6293 -16.6073  -0.21
O11 6.7180 10.9609 -16.9079  -0.20
C33 5.6305 11.8042 -17.2757  -0.10
H69 11.9688 12.5369 -13.0839  0.08
H70 11.9546 11.2566 -11.9029  0.08
H71 10.5402 12.3285 -12.1364  0.08
H72 9.1423 10.3019 -12.4100  0.12
H73 10.6780 9.3277 -12.4716  0.12
H74 8.8641 8.0855 -13.6004  0.12
H75 10.0379 8.5966 -14.7664  0.11
H76 8.4148 10.5053 -15.1649  0.10
H77 7.4341 7.8924 -15.6413  0.11
H78 8.3848 8.8916 -16.6687  0.11
H79 5.5087 9.5554 -15.9529  0.11
H80 6.0630 9.0634 -17.4843  0.11
H81 5.1965 11.4560 -18.2130  0.08
H82 5.9508 12.8380 -17.4057  0.09
H83 4.8902 11.8080 -16.4757  0.09
C34 2.1027 1.2953 -6.5204  -0.07
C35 1.4301 2.3577 -7.4113  -0.47
C36 0.5206 1.7285 -8.4176  -0.20
O12 -0.0082 2.7416 -9.3102  -0.21
C37 -0.4406 2.1799 -10.5407  -0.11
N6 0.6485 3.1193 -6.5004  0.03
H84 2.7683 1.8048 -5.8236  0.07
H85 2.6767 0.5098 -7.0120  0.07
H86 1.3317 0.7166 -6.0117  0.08
H87 2.1311 3.0485 -7.8798  0.14
H88 -0.3177 1.1570 -8.0192  0.14
H89 1.0574 1.0468 -9.0772  0.12
H90 0.4261 2.1510 -11.2012  0.09
H91 -1.0880 2.9825 -10.8939  0.08
H92 -1.0523 1.2813 -10.4615  0.09
H93 -0.1246 3.3694 -7.1003  0.07
H94 1.1450 3.9675 -6.2677  0.08
C38 -0.2711 3.8832 -18.6943  -0.05
C39 0.4175 5.2080 -19.1111  -0.47
C40 -0.3527 5.9472 -20.2336  -0.18
O13 -0.5101 5.0704 -21.3830  -0.20
C41 -0.7582 5.8191 -22.5661  -0.11
N7 0.6244 6.0039 -18.0075  0.03
H95 0.3277 3.4665 -17.8845  0.06
H96 -0.1616 3.1228 -19.4675  0.07
H97 -1.3102 3.9722 -18.3772  0.08
H98 1.3823 5.0497 -19.5931  0.14
H99 0.1235 6.8945 -20.4863  0.12
H100 -1.3411 6.2938 -19.9320  0.12
H101 -1.2050 5.1154 -23.2685  0.08
H102 0.1768 6.1562 -23.0136  0.09
H103 -1.4894 6.6038 -22.3716  0.08
H104 -0.1862 6.2005 -17.4379  0.08
H105 1.1249 5.4778 -17.3056  0.07
C42 6.1545 -3.1316 -25.8931  -0.07
C43 5.7018 -2.6876 -24.4886  -0.41
C44 5.0076 -1.3351 -24.5253  -0.24
O14 4.7400 -0.9375 -23.1920  -0.18
C45 4.0020 0.2737 -23.1935  -0.11
N8 4.7725 -3.7262 -24.0381  0.03
H106 6.4772 -4.1693 -25.9780  0.07
H107 7.0101 -2.5589 -26.2511  0.07
H108 5.4050 -3.0020 -26.6739  0.07
H109 6.5337 -2.6364 -23.7861  0.14
H110 4.1102 -1.3156 -25.1437  0.12
H111 5.5848 -0.5694 -25.0435  0.12
H112 4.6546 1.0916 -23.4990  0.09
H113 3.6330 0.4854 -22.1900  0.09
H114 3.0866 0.1853 -23.7786  0.08
H115 3.9048 -3.7491 -24.5544  0.07
H116 4.4031 -3.4092 -23.1531  0.06
C46 -1.1065 -2.7105 -16.4751  -0.05
C47 -2.4278 -2.8944 -15.7428  -0.48
C48 -3.6068 -2.7602 -16.7114  -0.22
O15 -3.7516 -1.4434 -17.2437  -0.18
C49 -4.6712 -1.3126 -18.2744  -0.12
N9 -2.4824 -4.1451 -15.0714  0.03
H117 -0.9682 -3.4064 -17.3025  0.08
H118 -0.2496 -2.8452 -15.8150  0.07
H119 -1.1059 -1.6691 -16.7971  0.08
H120 -2.6333 -2.1397 -14.9837  0.14
H121 -4.4797 -3.1413 -16.1815  0.12
H122 -3.3629 -3.5407 -17.4322  0.12
H123 -4.4082 -2.0795 -19.0029  0.09
H124 -4.6492 -0.3080 -18.6967  0.09
H125 -5.6664 -1.4565 -17.8538  0.09
H126 -3.3904 -4.1280 -14.6293  0.07
H127 -2.5542 -4.9343 -15.6976  0.08

Forces on the atoms, in the same order (eV/Å):
C 0.9 -0.4 1.5
C -1.1 -2.8 -0.3
C -0.1 0.7 -0.6
O 0.1 3.5 -0.5
H -0.1 -0.2 -0.4
H -0.1 0.1 0.0
H 0.2 -0.1 0.2
H -0.4 -0.8 -0.1
H 0.7 -0.3 0.0
H -0.2 0.0 0.0
H 0.2 0.2 0.1
H 0.0 -0.1 0.1
C -0.2 0.1 -0.9
O 0.6 -2.9 -1.2
C -0.9 1.1 1.8
C -0.5 0.6 -0.2
N 0.9 -1.7 -0.9
C -0.6 1.0 1.1
C 0.7 0.1 -0.9
O -0.2 0.2 1.0
C 0.4 -0.6 -0.7
H 0.3 0.3 -0.5
H -0.9 -0.5 0.8
H 0.5 0.8 0.5
H 0.2 1.1 0.8
H 0.3 -0.2 -0.1
H -0.2 1.0 -0.2
H -0.4 -1.1 0.2
H 0.2 0.5 -0.5
H 0.4 0.1 0.9
H -0.2 -0.2 -0.5
H -0.5 -0.3 0.2
H -0.3 0.2 -0.5
H 0.0 -0.3 0.1
H 0.0 0.6 -0.3
H 0.2 0.1 -0.3
C -0.4 1.3 0.8
O 1.0 -0.6 -1.0
C -0.9 -0.3 -0.1
C -0.6 1.5 0.8
N 0.5 -0.3 0.0
C -0.6 -2.1 0.2
C 0.3 1.2 0.4
O -0.5 0.4 -0.6
C 1.0 -0.9 0.7
H -0.5 0.3 0.1
H 0.4 -0.4 -0.1
H 0.2 -0.3 0.1
H 0.3 0.0 -0.9
H -0.2 -0.3 0.2
H 0.1 0.5 0.2
H -0.1 -0.5 -0.4
H 0.0 0.0 -0.3
H 0.1 -0.2 -0.3
H -0.2 0.0 0.1
H -0.3 0.3 -0.2
H 0.3 -0.2 0.1
H 0.1 0.4 -0.3
H 0.2 0.3 0.0
H -0.4 0.1 0.2
C 0.7 0.0 0.2
O -0.6 0.7 1.3
C 0.1 0.4 0.0
C -1.0 1.6 -0.4
N 0.7 -1.5 0.0
C 0.6 1.5 -0.7
C 0.3 1.6 0.8
O -1.4 -1.5 1.2
C 0.2 0.0 -1.8
H -0.4 -0.6 0.0
H 0.1 -0.6 -0.3
H 0.3 0.1 -0.1
H -0.7 -0.3 -0.2
H 0.8 0.2 -0.6
H -0.1 -0.9 0.1
H 0.2 -0.2 -0.2
H 0.0 -0.1 -0.2
H -0.3 0.0 -0.1
H 0.0 0.1 0.2
H -0.4 -0.3 -1.2
H 0.4 -0.2 0.8
H 0.8 -0.4 0.7
H 0.6 -0.4 0.2
H -0.7 0.7 0.3
C 0.0 0.1 -0.8
O -0.7 0.6 -0.5
C 0.3 -0.5 1.1
C 0.3 0.5 -0.9
N 1.1 0.3 0.1
C 1.0 -0.6 -0.9
C 1.2 -0.8 -0.4
O -0.5 0.7 1.6
C -0.3 0.2 -0.8
H 0.1 -0.3 0.0
H 0.3 -0.1 0.4
H -0.5 -0.1 0.2
H 0.4 0.2 -0.4
H -0.1 0.3 0.3
H 0.0 -0.2 0.0
H -0.3 -0.5 0.0
H -1.0 0.3 0.7
H 0.0 -0.1 0.5
H -0.2 0.3 0.1
H -0.1 0.1 -0.7
H -0.8 0.0 -0.2
H 0.4 -0.1 0.3
H -0.4 -0.2 0.2
H -0.1 -0.2 0.0
C -1.0 -0.1 -0.7
O 0.7 1.0 0.1
C 0.5 -0.2 -0.3
C -0.6 0.6 -0.3
N -0.2 0.4 -0.4
C -0.2 0.0 -0.9
C 0.5 -0.7 1.4
O 0.3 0.5 0.0
C 0.1 -0.6 0.3
H -0.1 -0.4 -0.6
H -0.2 -0.5 0.0
H 0.0 -0.1 0.4
H 0.0 0.0 0.3
H -0.4 -0.5 0.5
H 0.1 0.0 0.4
H 0.3 0.1 -0.4
H 0.4 0.5 0.6
H -0.6 0.0 0.0
H 0.3 -0.1 -0.4
H -0.1 0.4 0.4
H 0.4 -0.1 -0.4
H -0.2 0.0 -0.1
H 0.4 -0.2 0.0
H -0.3 -0.1 0.0
C 0.4 -0.5 -0.7
C 1.0 -1.5 0.8
C 0.1 0.2 -2.1
O 0.1 -0.8 1.1
C -0.2 2.0 0.3
N -1.5 1.0 0.3
H -0.2 -0.2 0.2
H 0.3 0.3 -0.5
H -0.1 0.5 0.4
H 0.4 -0.6 -0.6
H 0.0 0.1 0.6
H 0.4 -0.3 0.2
H -0.1 -0.7 -0.2
H -0.2 -0.2 -0.6
H 0.4 -0.3 0.1
H -0.6 0.9 0.6
H -0.2 0.2 0.2
C 1.2 -0.4 -0.8
C -1.8 -1.5 -2.5
C -0.3 -0.5 -0.2
O 0.4 1.0 0.9
C -0.2 -1.1 0.2
N 0.8 2.2 2.9
H -0.1 0.1 0.4
H -0.5 0.1 -0.3
H 0.0 0.2 -0.1
H 0.2 -0.6 0.2
H 0.7 -0.2 -0.3
H -0.5 -0.3 0.4
H -0.1 0.0 -0.1
H 0.0 0.5 0.1
H 0.2 0.3 -0.1
H -0.8 0.3 -0.5
H 0.8 -0.1 -0.1
C 0.8 0.5 -0.3
C -1.1 -0.7 -1.6
C 0.6 0.4 -0.1
O -0.5 0.2 -0.3
C 0.0 -0.3 0.7
N -0.2 -0.1 1.3
H -0.2 -0.1 0.6
H 0.1 0.3 0.1
H -0.4 0.1 0.3
H 0.0 -0.1 -0.1
H -0.6 -0.7 0.1
H 0.8 0.2 0.2
H -0.2 0.2 -0.3
H 0.4 -0.1 0.2
H 0.1 0.1 -0.5
H 0.1 0.1 -1.0
H 0.2 -0.1 0.7
C 0.0 0.8 0.7
C 0.0 1.1 -0.9
C 0.5 0.0 -0.1
O 1.3 -0.5 1.4
C -0.4 -0.5 0.1
N -0.6 -0.9 0.9
H -0.3 0.1 -0.2
H -0.1 0.0 0.2
H 0.3 -0.1 -0.5
H 0.7 0.3 0.1
H -0.6 0.5 0.0
H -0.3 0.2 -1.0
H -0.5 0.1 -0.6
H 0.4 -0.1 0.0
H -0.4 -0.3 -0.3
H -0.1 -0.5 0.6
H 0.3 -0.1 -0.4

Frontier orbital gap ... 8.92 eV
E_LUMO ... 0.3 eV
SMILES ... COC[C@H](C)N.COC[C@H](C)N.COC[C@H](C)N.COC[C@H](C)N.COCCNCCOC.COCCNCCOC.COCCNCCOC.COCCNCCOC.COCCNCCOC.CC(C)O
Calculated total energy ... -96981.574 eV

=====

Density functional theory data (ωB97M-V/def2-TZVPD) for a cluster of 2 separate species, C7H14O in total in a non-equilibrium geometry.

Last column: Mulliken spin population.
CARTESIAN COORDINATES (ANGSTROEM)
C1 -2.4038 -0.4343 0.5213  -0.12
C2 -1.3808 -1.5407 0.1912  1.06
C3 -0.0155 -1.0010 0.0143  -1.63
C4 0.3840 0.1036 0.6870  1.43
C5 -0.3391 0.8951 1.6907  -0.01
C6 -1.2402 1.9578 1.6770  0.21
C7 0.9503 -1.6705 -0.9016  -0.09
H1 -2.4254 -0.1494 1.6887  0.11
H2 -3.3353 -1.0243 0.2178  -0.15
H3 -2.2822 0.4863 -0.0872  0.07
H4 -1.4350 -2.2912 1.1610  -0.19
H5 -1.6478 -2.1092 -0.7955  0.11
H6 1.3015 0.4601 0.7269  0.30
H7 0.2237 0.7972 2.6799  -0.11
H8 -1.5633 2.4271 2.5234  0.03
H9 -1.9679 2.1792 0.8088  0.04
H10 1.9385 -1.1749 -0.7931  -0.04
H11 0.5237 -1.5293 -2.0254  -0.06
H12 1.1908 -2.7593 -0.7657  -0.05
H13 3.7741 2.2571 -3.0023  -0.11
H14 5.1430 1.9819 -3.4695  -0.07
O1 4.6068 2.1388 -2.7477  0.29

Forces on the atoms, in the same order (eV/Å):
C -1.8 -1.4 1.1
C -0.3 -1.3 0.7
C 1.0 1.0 0.6
C -5.2 -1.9 0.4
C 0.0 1.5 2.0
C 0.2 -1.8 -3.8
C 0.2 0.0 -2.4
H -0.1 -0.9 -3.1
H 0.3 1.4 0.6
H -0.2 -0.9 0.4
H 0.3 1.2 -2.4
H 0.2 0.8 1.9
H 5.0 1.0 -0.6
H -0.7 0.3 -1.2
H -0.3 1.2 2.4
H 1.5 -0.4 1.3
H -0.6 -0.1 -0.5
H 1.3 -0.5 2.4
H -0.8 0.7 0.1
H -5.4 0.7 -1.8
H 1.5 -0.5 -2.4
O 4.0 -0.2 4.2

Charge ... -1
<S²> ... 0.75
Frontier orbital gap (alpha / beta) ... 2.30 / 7.62 eV
E_LUMO (alpha / beta) ... 3.5 / 3.4 eV
Spin multiplicity ... 2
Calculated total energy ... -9528.476 eV

=====

Density functional theory data (ωB97M-V/def2-TZVPD) for an isolated molecule of C9H11FNOP in a non-equilibrium geometry.

Last column: Löwdin charge in e.
CARTESIAN COORDINATES (ANGSTROEM)
C1 2.9552 1.8871 0.1605  -0.43
C2 0.2902 -1.4622 -0.8109  -0.42
C3 3.9776 2.6662 -0.1673  -0.06
C4 -1.1172 -1.9479 -0.9246  -0.03
C5 -0.6797 -0.9469 1.2579  -0.12
C6 0.6594 -1.1304 0.5640  -0.50
C7 -1.7501 -1.0089 0.1736  -0.32
C8 -2.0959 0.3236 -0.4526  -0.04
C9 -3.3135 0.8504 -0.1030  -0.13
N1 1.2772 0.0735 0.6040  -0.22
O1 1.0871 -1.3564 -1.7153  0.04
F1 -3.8278 1.9264 -0.7243  0.00
P1 2.6981 0.1546 -0.1649  1.02
H1 4.0868 3.6494 0.2925  0.05
H2 4.8156 2.5654 -0.8665  0.05
H3 -1.4115 -1.7211 -1.9642  0.14
H4 -1.1271 -2.9483 -0.7009  0.10
H5 -0.9367 -1.7648 2.0147  0.13
H6 -0.8190 0.1044 1.7326  0.15
H7 1.2327 -1.9447 1.0526  0.16
H8 -2.8208 -1.3399 0.5442  0.16
H9 -1.4328 0.7216 -1.2168  0.12
H10 2.2392 2.2364 0.8055  0.02
H11 -3.9868 0.4126 0.6093  0.11

Forces on the atoms, in the same order (eV/Å):
C 1.9 -0.5 -1.4
C 1.1 -1.8 -2.3
C 0.8 1.2 -0.1
C -0.2 3.9 -0.6
C -2.2 0.2 2.3
C -1.8 -1.2 2.8
C -2.6 -0.9 -0.6
C -2.3 0.4 0.8
C 2.8 -0.6 -1.8
N 4.2 2.9 -1.0
O -0.6 0.1 -0.2
F 0.1 0.1 0.3
P -0.8 0.1 0.6
H -0.5 0.0 0.0
H -0.5 -1.0 0.1
H -0.3 -0.5 0.5
H -0.3 -2.6 0.6
H 0.6 1.1 -0.8
H 0.8 -2.0 -0.4
H -0.2 0.0 -0.5
H 2.4 -0.1 -0.4
H -0.3 0.4 0.1
H -1.6 1.1 1.6
H -0.2 -0.1 0.2

Frontier orbital gap ... 8.30 eV
E_LUMO ... -0.5 eV
SMILES ... C=C/P=N/[C@H]1C[C@@H](/C=C/F)CC1=O
Calculated total energy ... -25051.491 eV